No. 1
Below is a molecular structure, C40H61BBrN10NdO2S3 in a non-equilibrium geometry, with properties calculated with the ωB97M-V functional and the def2-TZVPD basis.

```
119
Properties=species:S:1:pos:R:3:lowdin_charge:R:1
C -3.0041 -2.9214 -3.9490 -0.03
H 3.7641 4.1120 -0.7379 0.09
C -2.7611 5.5171 3.6368 -0.07
H -3.9972 -3.3474 -4.0980 0.09
H 3.6858 -2.2777 3.4234 0.03
H 3.4014 4.0893 -3.3154 0.09
H -1.7375 -5.0991 -5.0400 0.08
C -1.7101 1.9538 4.5843 0.02
H 4.8728 2.7359 -0.7217 0.08
C -4.2072 4.3422 -1.9789 -0.06
H 3.5346 -3.2044 -2.8938 0.12
C -2.0685 -5.2537 -4.0121 -0.03
H -5.8410 2.1504 -2.3706 0.09
C 3.8208 3.0227 -0.7253 -0.02
O 0.9118 -0.8775 3.3264 -0.34
H -1.9614 3.7116 -3.4453 0.09
N 1.3020 1.2244 1.7013 -0.04
H -3.3472 3.9815 -4.5182 0.09
H 2.9971 -5.3934 -1.7485 0.13
C -2.7686 -4.2321 -1.8646 -0.09
N 3.2214 -4.2043 1.2764 0.01
C 1.1908 -2.7876 -4.0402 -0.05
H 1.1796 -4.9656 2.8769 0.09
H -2.4621 3.7964 1.8739 0.10
H -2.6067 -2.6475 -4.9261 0.07
H -0.1128 5.0130 4.1390 0.09
H -2.6560 2.3613 -4.3485 0.08
N 3.2931 0.9777 -1.9647 0.00
H -2.6604 3.6404 6.5343 0.08
H -1.3834 -5.9523 -3.5289 0.10
H -3.1387 3.3367 0.0197 0.10
N 3.1672 -1.2041 -2.0343 0.02
C -1.9717 1.7086 1.8844 -0.21
C -1.4749 0.7689 3.9174 -0.11
H 1.1277 2.5363 -0.9554 0.03
S -0.1692 -3.5346 -0.4616 0.56
C -3.1901 2.0409 -1.6810 -0.14
N -0.7287 -3.4005 -3.1538 0.01
C -2.1293 -3.9444 -3.2193 -0.54
H -2.8927 6.4440 4.1980 0.09
H -2.2299 -4.9934 -1.3062 0.06
H 2.1603 1.0635 1.1779 0.02
H -3.7786 -4.5950 -2.0684 0.09
H 3.2509 -6.3193 0.7926 0.11
H 3.1284 -6.5092 2.8985 0.08
H -4.0658 3.9400 5.5060 0.09
Nd -0.0063 -1.1767 1.3633 1.12
H -3.7371 5.2177 3.2475 0.09
C -2.1795 2.9517 2.4843 0.05
O 2.1479 0.1376 4.9166 0.05
H 4.7546 2.9644 -3.2691 0.08
C 4.5700 0.4863 -2.1722 -0.06
H -0.3172 4.1517 5.6679 0.09
C 2.4302 -0.0822 -1.8667 -0.66
C 3.8143 -5.6987 3.1465 -0.05
C -2.8674 2.3703 -0.3780 0.06
H -4.6935 4.9947 -2.7065 0.09
H 1.4087 -3.2125 3.0402 0.02
H 0.8873 2.0955 1.3945 0.08
C 0.1619 -3.2753 -2.1207 -0.66
C -3.0793 4.3146 5.7872 -0.05
H 4.7769 -5.8815 2.6639 0.09
H -0.8265 5.8438 5.5325 0.09
N -1.5748 0.6426 2.5951 0.02
H -2.8377 -3.3481 -1.2333 0.06
H 2.0091 -2.5031 -4.6790 0.13
H 1.0380 2.5046 -2.7096 0.07
H -3.0602 -5.7069 -4.0390 0.09
H 2.2986 1.9169 3.3802 0.13
H -3.3143 4.8571 -1.6166 0.09
H -4.9585 1.4650 -3.7394 0.08
C 3.0878 -3.0840 0.5210 -0.66
H 3.3679 2.6659 0.2016 0.07
C 1.6153 2.8796 -1.8650 -0.10
C 3.0713 -4.8556 -0.8187 -0.07
H -5.6514 3.0837 -3.8643 0.09
C -2.2042 -0.1033 -1.2421 -0.20
H 1.6010 3.9710 -1.8852 0.09
C -2.1726 4.4464 4.5569 -0.56
C -2.0356 3.0985 3.8564 -0.15
C 3.2531 -4.3203 2.7755 -0.53
C -2.2211 1.4506 0.4540 -0.19
C -3.8607 3.0114 -2.6457 -0.56
H -4.8947 4.2046 -1.1411 0.09
H 4.3474 -3.5562 4.4406 0.09
Br -1.9386 -2.7743 2.4268 -0.16
H -3.2050 5.2922 6.2576 0.09
H -2.1015 5.7360 2.7940 0.08
H -3.0885 0.4012 -3.1071 0.11
B 2.7749 -2.7135 -2.0881 -0.59
C -2.8596 0.7432 -2.1062 0.00
H -1.9068 -1.0988 -1.5588 0.07
N 1.5473 1.3062 3.0917 0.00
H -0.5680 -3.1143 -5.2979 0.11
H -1.1830 -0.1240 4.4563 0.11
C -5.1541 2.3854 -3.1867 -0.04
H -1.5847 1.9799 5.6585 0.12
H 1.8191 -4.2645 4.3797 0.10
C -2.8967 3.2806 -3.8108 -0.04
C 4.4804 -0.8553 -2.2189 -0.06
C 3.6673 3.0349 -3.2370 -0.03
C 4.1526 -3.2582 3.4098 -0.06
H 5.2458 -1.5996 -2.3563 0.13
H 3.9650 -5.7233 4.2244 0.09
H 5.4311 1.1217 -2.2621 0.12
C 1.5684 0.1052 3.8477 -0.74
N -1.8619 0.2305 0.0036 0.00
S 2.9892 -1.4658 1.0875 0.67
H -3.1111 -2.0166 -3.3512 0.07
C -0.7702 4.8892 5.0030 -0.04
C 3.1943 -5.3103 0.4363 -0.04
C 3.0793 2.4616 -1.9399 -0.54
H 3.2594 2.5114 -4.1029 0.10
N 1.3481 -2.9161 -2.6736 0.03
N 2.9977 -3.4790 -0.7682 0.03
S 0.7547 -0.0326 -1.5353 0.67
C 1.8233 -4.1868 3.2907 -0.02
C -0.0781 -3.0878 -4.3431 -0.06
H 5.1068 -3.1840 2.8842 0.09
```

Properties
<S²>: 3.75
HOMO-LUMO gap (spin up / spin down) (eV): 7.113 / 7.124
Energy above the lowest of the compared OMol25 structures with the same formula, charge and spin (eV): 0.000
2S+1: 4

No. 2
Below is 3 unconnected molecules or ions with the total composition C31H28BClN2O9 in a non-equilibrium geometry, with properties calculated with the ωB97M-V functional and the def2-TZVPD basis.

```
72
Properties=species:S:1:pos:R:3:lowdin_charge:R:1
H -2.2391 -3.5579 2.8237 0.06
C 1.7945 1.8771 0.0425 -0.08
H -4.0979 -1.5930 0.4362 0.08
C 1.5212 0.9156 -1.0622 -0.29
C 7.8808 2.4553 -2.1741 -0.14
H -9.4676 1.4477 0.4078 0.11
C -0.5676 1.4692 0.6332 -0.28
C -9.3311 0.4977 0.9054 -0.06
C -3.7672 -0.5857 0.6582 -0.24
H 2.4531 -5.0109 -1.3126 0.09
C -1.0152 -2.2773 0.1890 -0.15
C 8.0762 4.6992 -1.3943 -0.06
H -4.5449 -0.0672 1.2199 0.12
C 9.4976 3.8959 -3.1655 -0.07
H -7.6105 -0.0360 -0.2579 0.12
H 7.7615 5.4935 -0.7315 0.11
B 2.1356 -2.0550 -2.0014 -0.59
C 0.8879 3.0338 1.9590 0.01
H 3.8529 2.2113 -0.4187 0.11
O 2.0334 -3.3605 -2.4711 0.00
H -2.3269 0.3070 1.9561 0.10
C -1.8590 -3.4419 0.6643 -0.16
H 3.7253 -4.5667 -2.5085 0.09
O -6.2914 -2.0532 -0.1105 0.06
H -2.5919 -1.4406 2.2228 0.11
H -4.3303 0.2605 -1.0027 0.09
O 7.6398 0.2570 -2.8144 0.09
C 0.6676 -0.2400 -0.6619 -0.03
O -3.4973 0.0979 -0.5541 -0.04
C -8.9859 -1.9485 2.1864 0.00
N -7.0411 -2.4403 0.7650 -0.34
C -1.2922 -0.9695 0.6101 -0.09
C -10.1993 0.1089 1.9171 -0.07
C 3.0354 2.4576 0.2440 -0.02
H 2.2826 4.2836 3.0015 0.11
H 0.0456 3.2304 2.6029 0.12
H 9.1981 1.8548 -3.7577 0.12
H 10.2887 4.0681 -3.8821 0.11
O 3.2606 -1.3708 -2.3527 0.20
C 8.8891 2.6526 -3.0989 0.00
H 3.5329 -3.6602 -1.0281 0.09
C -1.4638 -3.8410 2.1158 -0.08
C 0.0651 -2.5284 -0.6448 0.04
C -8.1352 -1.5463 1.1735 -0.15
C -0.4221 0.0429 0.1826 -0.01
Cl 4.7610 4.0066 1.5898 0.69
H -10.6999 -1.4105 3.3475 0.11
C -8.2884 -0.3327 0.5283 0.00
C 2.9856 -4.2001 -1.8034 -0.06
C 0.9362 -1.5401 -1.0965 0.02
C 9.0946 4.9166 -2.3132 -0.07
H 0.2296 -3.5563 -0.9307 0.12
O 1.9385 1.1122 -2.1704 0.16
C 3.1937 3.3230 1.3190 -0.64
C -10.0246 -1.1105 2.5583 -0.06
C -2.4758 -0.6547 1.4853 -0.09
H 6.6716 3.2828 -0.6120 0.08
H 9.5768 5.8840 -2.3652 0.11
H 3.5636 -0.7264 -1.7078 0.10
H -2.9152 -3.2242 0.6108 0.09
H -11.0154 0.7579 2.2059 0.11
H -0.5470 -3.3503 2.4285 0.08
O 6.3337 1.0029 -1.2748 0.06
H -1.5909 -4.2901 0.0423 0.10
O -1.6102 2.0452 0.7756 0.14
H -8.8458 -2.8988 2.6794 0.12
C 2.1316 3.6137 2.1691 -0.08
N 7.2350 1.1346 -2.0824 -0.35
O -6.9439 -3.5105 1.3300 0.09
C 7.4627 3.4595 -1.3233 -0.01
H -1.3331 -4.9150 2.2072 0.07
C 0.7278 2.1545 0.8916 -0.08
```

Properties
SMILES string: CCc1cc(B(O)OC)c2c(c1CCO)C(=O)c1ccc(Cl)cc1C2=O.O=[N+]([O-])c1ccccc1.O=[N+]([O-])c1ccccc1
HOMO-LUMO gap (eV): 8.307

No. 3
Below is a molecular structure, C29H50MoP2 in a non-equilibrium geometry, with properties calculated with the ωB97M-V functional and the def2-TZVPD basis.

```
82
Properties=species:S:1:pos:R:3:lowdin_charge:R:1
C -1.3883 -3.8172 0.1237 -0.01
H -1.6891 -0.8661 -3.9720 0.04
P -0.1515 -0.0257 -2.1745 0.87
C -3.0878 3.9260 -0.8763 -0.20
H -2.8733 -1.5149 2.4083 0.12
H 2.5315 1.2616 4.4090 0.09
H -3.5290 3.0225 -3.3020 0.11
H 3.4861 3.4893 0.8526 0.10
C -0.6121 -0.6774 -3.9102 -0.23
H 4.1700 -1.7977 -1.5732 0.07
H -2.6026 -1.2385 0.6977 0.07
H 1.4076 2.4656 3.7689 0.10
C 1.6424 -0.3832 -2.0597 -0.53
H -2.6514 2.6125 0.7991 0.12
C -2.1360 -1.1519 1.6787 0.00
H -0.1162 -2.9444 -2.7974 0.03
C 0.9115 -3.2535 -2.6311 -0.23
C 2.6486 -2.3690 2.9821 0.00
H 5.1160 1.6709 1.7464 0.10
C 1.6650 -4.5740 0.8716 -0.03
H 0.4248 2.3576 -2.2343 0.04
Mo 0.9698 -1.4424 0.4475 1.31
H 4.7134 0.8031 3.2338 0.09
C 0.2342 -0.4840 3.6462 0.00
C 0.8630 -3.4432 1.4156 -0.30
H -0.9251 2.0448 -3.2885 0.05
H 2.9180 2.9724 4.5293 0.11
H -1.9141 -3.1515 -0.5682 0.09
H 3.3069 -3.1686 2.6488 0.09
H -2.0013 -0.0844 1.8840 0.09
H -0.7662 -0.0660 3.7672 0.10
H -4.1355 1.5090 -4.0518 0.12
H -6.0370 2.6679 -3.3065 0.11
C -0.4798 -3.0767 1.0270 -0.30
H -2.6534 0.4982 -0.3430 0.05
H -0.3747 0.0726 -4.6707 0.05
H 2.7418 -4.4586 1.0622 0.08
H -5.8355 1.2952 -2.2794 0.12
C 3.1610 2.1626 2.5439 -0.64
H -1.3568 2.7022 -0.4147 0.10
H -4.9030 4.6423 0.0293 0.11
C 2.4986 1.1245 1.7547 -0.06
C -2.9193 1.3837 -0.9281 -0.14
H 0.6806 1.5912 -3.7745 0.05
C -0.8390 -1.8781 1.7366 -0.28
H -0.8484 -4.5644 -0.4608 0.08
C -5.5344 3.2044 -1.3352 -0.08
H 2.2338 -0.2072 -2.9747 0.10
H -2.7432 4.7477 -0.2439 0.11
H 0.8962 -4.2605 -2.2102 0.05
C -4.0212 2.0600 -3.1085 -0.21
C -5.4011 2.2740 -2.5220 -0.20
C 2.4630 2.2172 3.8879 -0.04
H 1.4714 -3.2654 -3.5688 0.08
H 1.5402 -4.6730 -0.2164 0.06
H 0.8733 0.3515 3.3486 0.04
H 3.6054 -3.2807 -2.4457 0.07
C 0.2279 -1.5740 2.6416 -0.24
H 2.6313 -2.3830 4.0751 0.11
H -3.1062 0.1413 -2.6076 0.08
C -2.4580 2.6619 -0.2920 -0.19
H -2.1599 -4.3588 0.6889 0.12
H -2.7480 4.1179 -1.8949 0.10
H 1.9518 0.2160 -1.1933 0.00
C 0.0144 1.6497 -2.9310 -0.26
C 3.4930 -2.6561 -1.5582 -0.17
H 3.1323 -1.4271 2.6989 0.07
C 1.9586 0.2132 1.1228 -0.11
C 1.2956 -2.5024 2.3996 -0.28
H -0.0913 -1.5891 -4.2033 0.02
H 3.6446 -3.2435 -0.6505 0.03
H 5.1476 2.5180 3.3081 0.11
H 1.3358 -5.5240 1.3134 0.12
P 1.7306 -2.1500 -1.4759 0.69
C -3.3109 1.1406 -2.1913 -0.15
H 0.6025 -0.8081 4.6267 0.12
H 1.9978 3.8130 1.7475 0.09
H 3.5604 4.2600 2.4470 0.10
H -6.5791 3.2822 -0.9680 0.12
C 4.6197 1.7646 2.7169 -0.03
C 3.0414 3.5075 1.8493 -0.03
C -4.5795 3.9177 -0.7285 -0.10
```

Properties
Net charge: +2
<S²>: 2.03
HOMO-LUMO gap (spin up / spin down) (eV): 4.679 / 4.880
Energy above the lowest of the compared OMol25 structures with the same formula, charge and spin (eV): 1.105
2S+1: 3

Calculated values (eV) of calculated total energy for the records, taken in order: -179979.033; -67204.592; -51298.333.